Entry 1:
111
Properties=species:S:1:pos:R:3 method="wB97M-V/def2-TZVPD" charge=+1 total_energy_ha=-5783.51653 homo_ev=-12.07 homo_lumo_gap_ev=8.3 max_force_ev_per_a=1.8 relative_energy_kcal_mol=0.00
C 1.389 -2.706 -3.358
C 0.963 -2.564 -2.243
C 0.368 -2.450 -0.909
C -0.789 -3.450 -0.741
C -2.095 -3.031 -1.460
N -3.155 -2.820 -0.450
P -4.057 -4.265 0.100
S -3.319 -5.097 1.661
C -3.457 -1.664 0.065
N -2.805 -0.522 -0.331
C -3.389 0.126 -1.521
N -4.480 -1.674 0.995
C -4.100 -1.107 2.313
C -4.142 0.421 2.474
C -2.833 1.194 2.186
C -1.542 0.557 2.720
C -0.347 1.512 2.705
C 0.011 2.042 1.310
O -0.272 1.091 0.239
C 0.633 1.345 -0.761
C 1.982 0.647 -0.713
O 0.373 2.093 -1.654
C -5.776 -1.283 0.474
C -6.910 -1.909 1.268
O -6.760 -2.743 2.091
F -8.151 -1.516 0.972
H 1.675 -2.569 -4.371
H 1.111 -2.691 -0.144
H 0.077 -1.413 -0.722
H -0.440 -4.439 -1.038
H -0.990 -3.513 0.333
H -2.435 -3.849 -2.097
H -1.992 -2.159 -2.105
H -3.962 -5.115 -1.026
H -5.422 -3.920 0.195
H -1.799 -0.634 -0.380
H -4.281 0.678 -1.200
H -3.730 -0.584 -2.284
H -2.727 0.879 -1.940
H -4.803 -1.528 3.036
H -3.141 -1.552 2.586
H -4.939 0.913 1.908
H -4.381 0.611 3.526
H -2.933 2.153 2.714
H -2.720 1.478 1.139
H -1.675 0.100 3.706
H -1.283 -0.283 2.053
H -0.468 2.364 3.376
H 0.525 0.935 3.030
H 1.099 2.224 1.277
H -0.502 2.980 1.086
H 2.156 0.263 0.298
H 2.061 -0.149 -1.455
H 2.798 1.341 -0.918
H -5.936 -0.209 0.332
H -5.878 -1.722 -0.531
C -1.348 2.616 -4.355
C -2.003 3.889 -3.870
O -2.993 4.186 -4.863
S -3.567 2.815 -5.474
O -4.777 2.489 -4.809
O -3.472 2.876 -6.883
O -2.417 1.839 -4.912
H -0.622 2.819 -5.146
H -0.864 2.071 -3.552
H -1.299 4.710 -3.772
H -2.515 3.735 -2.916
C 2.806 -7.576 -6.415
C 2.438 -6.239 -7.023
O 1.988 -5.451 -5.912
S 2.800 -5.878 -4.592
O 3.866 -4.963 -4.403
O 1.864 -6.171 -3.569
O 3.408 -7.251 -5.154
H 1.920 -8.185 -6.224
H 3.503 -8.135 -7.033
H 1.657 -6.322 -7.774
H 3.310 -5.746 -7.458
C 5.621 3.945 2.654
C 4.991 3.956 1.283
O 3.713 3.326 1.472
S 3.165 3.669 2.946
O 2.257 4.754 2.844
O 2.817 2.448 3.582
O 4.535 4.209 3.563
H 6.036 2.969 2.891
H 6.394 4.703 2.759
H 5.582 3.414 0.550
H 4.817 4.975 0.930
C -0.487 3.425 6.976
C -1.089 4.712 7.498
O -1.996 5.129 6.468
S -2.618 3.839 5.750
O -3.886 3.564 6.317
O -2.425 3.969 4.350
O -1.571 2.758 6.315
H 0.295 3.621 6.240
H -0.087 2.802 7.771
H -0.342 5.479 7.681
H -1.666 4.543 8.410
C 6.376 -0.729 -0.476
C 7.590 -0.173 -1.189
O 8.073 0.861 -0.321
S 7.782 0.456 1.205
O 8.949 -0.116 1.760
O 7.102 1.537 1.829
O 6.731 -0.722 0.912
H 5.505 -0.082 -0.610
H 6.130 -1.738 -0.798
H 7.351 0.231 -2.169
H 8.374 -0.927 -1.289

---

Entry 2:
14
Properties=species:S:1:pos:R:3 method="wB97M-V/def2-TZVPD" smiles="C/C=C1C=[N+]/1C" charge=+1 total_energy_ha=-249.64901 homo_ev=-14.34 homo_lumo_gap_ev=9.0 max_force_ev_per_a=4.1 relative_energy_kcal_mol=110.52
C -0.711 1.946 0.789
C 0.633 1.199 0.728
C 0.974 0.044 0.272
C 1.635 -1.115 -0.171
N 0.369 -1.190 -0.368
C -0.754 -1.734 -0.957
H -1.379 1.089 0.741
H -0.634 2.689 0.045
H -1.029 2.416 1.808
H 1.494 1.750 1.106
H 2.590 -1.645 -0.297
H -0.894 -2.850 -1.041
H -0.736 -1.534 -2.094
H -1.559 -1.068 -0.562

---

Entry 3:
14
Properties=species:S:1:pos:R:3 method="wB97M-V/def2-TZVPD" charge=0 total_energy_ha=-270.50349 homo_ev=-9.29 homo_lumo_gap_ev=10.5 max_force_ev_per_a=3.0 relative_energy_kcal_mol=34.14
C -1.803 -0.509 -0.432
C 0.308 -0.473 0.483
C 0.838 0.161 1.542
C 2.845 1.184 -0.482
O 2.786 0.869 -1.571
C -0.397 0.206 -0.610
H -2.357 -0.172 0.449
H -2.408 -0.238 -1.298
H -1.783 -1.605 -0.392
H 0.523 -1.535 0.349
H 1.374 -0.378 2.317
H 0.652 1.218 1.719
H -0.030 0.001 -1.619
H -0.548 1.270 -0.454

---

Entry 4:
14
Properties=species:S:1:pos:R:3 method="wB97M-V/def2-TZVPD" smiles="C=CC=C=C[NH3+]" charge=+1 total_energy_ha=-249.70489 homo_ev=-13.14 homo_lumo_gap_ev=9.0 max_force_ev_per_a=3.0 relative_energy_kcal_mol=75.46
C 2.465 1.289 -1.582
C 1.837 0.324 -0.853
C 0.421 0.343 -0.671
C -0.568 -0.446 -0.263
C -1.542 -1.088 0.377
N -1.976 -0.796 1.820
H 1.883 2.063 -2.117
H 3.532 1.487 -1.637
H 2.389 -0.450 -0.433
H 0.028 1.202 -1.157
H -2.123 -1.904 0.012
H -1.756 -1.490 2.615
H -3.085 -0.676 1.820
H -1.505 0.142 2.069